1.
C5H7NO in the gas phase. Source: the Open Molecules 2025 dataset; level of theory: the ωB97M-V functional and the def2-TZVPD basis.

```
14
Properties=species:S:1:pos:R:3
C -0.408 0.095 2.049
N 0.872 0.113 1.499
C 0.144 0.094 0.372
C -0.177 -0.965 -0.685
C -0.743 0.119 -1.640
C 0.585 0.623 -1.088
O 1.142 -0.724 -1.289
H -0.542 -0.697 2.818
H -1.023 0.971 2.229
H 1.791 0.408 1.764
H -0.522 -1.986 -0.528
H -1.641 0.677 -1.363
H -0.711 -0.166 -2.698
H 1.232 1.437 -1.439
```

- highest occupied orbital energy (eV) = -8.64
- charge = 0

2.
C5H7NO in the gas phase. Source: the Open Molecules 2025 dataset; level of theory: the ωB97M-V functional and the def2-TZVPD basis.

```
14
Properties=species:S:1:pos:R:3
C -1.994 -0.102 -0.047
C -0.529 -0.120 0.278
N 0.001 -1.083 1.309
C 0.048 0.251 1.649
C 1.806 0.441 -1.008
C 0.466 0.062 -0.662
O 0.629 0.557 -1.896
H -2.286 0.882 -0.426
H -2.553 -0.302 0.869
H -2.247 -0.859 -0.795
H 0.880 -1.545 1.014
H 1.045 0.715 1.719
H 2.541 -0.308 -1.294
H 2.193 1.413 -0.711
```

- highest occupied orbital energy (spin up / spin down) (eV) = -7.48 / -7.31
- charge = 0

3.
A molecular structure, C5H7NO. Source: the Open Molecules 2025 dataset; level of theory: the ωB97M-V functional and the def2-TZVPD basis.

```
14
Properties=species:S:1:pos:R:3
O 2.483 -1.235 -0.918
C 0.832 -0.009 0.734
C 0.251 1.235 0.310
C -1.155 1.013 -0.034
C -1.344 -0.408 -0.507
C -0.434 -0.759 0.665
N -0.748 0.599 1.366
H 2.827 -0.442 -1.345
H 2.345 -0.949 0.007
H 0.680 2.216 0.489
H -1.831 1.855 -0.153
H -1.011 -0.679 -1.512
H -2.368 -0.748 -0.328
H -0.526 -1.687 1.225
```

- highest occupied orbital energy (eV) = -8.83
- charge = 0

4.
2 unconnected molecules or ions with the total composition C5H7NO. Source: the Open Molecules 2025 dataset; level of theory: the ωB97M-V functional and the def2-TZVPD basis.

```
14
Properties=species:S:1:pos:R:3
C 0.076 -0.427 0.000
C -1.209 -0.307 -0.108
C -2.419 0.432 -0.448
N -2.436 -0.965 0.058
C 1.366 -0.479 0.062
C 2.714 -0.667 -0.407
O 2.378 -0.255 0.952
H -2.643 0.612 -1.500
H -2.823 1.167 0.245
H -2.625 -1.651 -0.669
H 3.195 0.101 -1.015
H 3.135 -1.670 -0.480
H 0.931 1.818 1.689
H 0.361 2.290 1.621
```

- highest occupied orbital energy (eV) = -8.79
- charge = 0

5.
C5H7NO in the gas phase. Source: the Open Molecules 2025 dataset; level of theory: the ωB97M-V functional and the def2-TZVPD basis.

```
14
Properties=species:S:1:pos:R:3
C 2.232 -0.514 -1.209
C 1.321 -0.180 -0.339
C 0.505 0.117 0.644
O 0.976 -0.081 1.930
C -0.913 0.563 0.532
C -1.737 0.278 -0.661
N -1.997 -0.420 0.595
H 2.921 0.227 -1.610
H 2.366 -1.543 -1.537
H 0.852 0.730 2.432
H -1.133 1.464 1.106
H -1.269 -0.262 -1.483
H -2.511 0.983 -0.958
H -1.610 -1.360 0.559
```

- highest occupied orbital energy (eV) = -9.06
- charge = 0

6.
C5H7NO in the gas phase. Source: the Open Molecules 2025 dataset; level of theory: the ωB97M-V functional and the def2-TZVPD basis.

```
14
Properties=species:S:1:pos:R:3
O 1.797 1.491 -1.415
C 1.171 0.662 -0.818
C 1.513 -0.410 0.224
N 0.161 -0.995 0.049
C -0.825 -0.414 1.005
C -1.428 0.474 -0.100
C -0.229 0.050 -0.967
H 2.322 -1.081 -0.085
H 1.726 -0.039 1.234
H -0.348 0.153 1.815
H -1.489 -1.161 1.449
H -1.594 1.532 0.110
H -2.345 0.044 -0.511
H -0.449 -0.239 -2.000
```

- highest occupied orbital energy (eV) = -9.43
- charge = 0

7.
C5H7NO in the gas phase. Source: the Open Molecules 2025 dataset; level of theory: the ωB97M-V functional and the def2-TZVPD basis.

```
14
Properties=species:S:1:pos:R:3
C 0.125 -1.359 -1.297
C 0.067 -0.275 -0.266
N 1.200 0.627 -0.004
C 0.559 -0.148 1.199
C -0.588 0.852 1.502
C -1.158 0.507 0.122
O -2.282 0.426 -0.305
H -0.703 -2.053 -1.122
H 1.059 -1.927 -1.232
H 0.014 -0.960 -2.311
H 1.079 1.622 -0.211
H 2.142 0.284 -0.086
H -0.250 1.872 1.711
H -1.263 0.531 2.298
```

- highest occupied orbital energy (eV) = -8.23
- charge = 0

8.
2 unconnected molecules or ions with the total composition C5H7NO. Source: the Open Molecules 2025 dataset; level of theory: the ωB97M-V functional and the def2-TZVPD basis.

```
14
Properties=species:S:1:pos:R:3
N -2.005 0.249 -1.165
C -1.548 0.050 -0.034
C -0.999 -0.185 1.113
C -0.470 -0.969 2.189
O -0.592 0.473 2.255
H -1.223 0.409 -1.819
H -1.157 -1.519 2.830
H 0.555 -1.341 2.143
C 1.084 0.655 -1.874
C 1.396 0.291 -0.633
H 1.037 -0.067 -2.687
H 0.871 1.692 -2.126
H 1.611 -0.745 -0.377
H 1.441 1.007 0.186
```

- highest occupied orbital energy (eV) = -8.64
- charge = 0

9.
C5H7NO in the gas phase. Source: the Open Molecules 2025 dataset; level of theory: the ωB97M-V functional and the def2-TZVPD basis.

```
14
Properties=species:S:1:pos:R:3
C -1.365 -0.259 1.086
C -0.772 -0.584 -0.281
C 0.646 -0.064 -0.469
C 1.253 -0.400 -1.761
N 1.718 -0.646 -2.792
C 1.178 1.132 0.201
O 1.542 -0.173 0.624
H -0.676 -0.550 1.884
H -2.301 -0.808 1.228
H -1.586 0.808 1.190
H -0.749 -1.671 -0.425
H -1.397 -0.171 -1.084
H 1.968 1.701 -0.288
H 0.540 1.686 0.888
```

- highest occupied orbital energy (eV) = -11.15
- charge = 0

10.
C5H7NO in the gas phase. Source: the Open Molecules 2025 dataset; level of theory: the ωB97M-V functional and the def2-TZVPD basis.

```
14
Properties=species:S:1:pos:R:3
C -2.080 -0.297 -0.420
C -0.650 -0.027 -0.039
C 0.448 -0.859 -0.500
C 1.716 -0.553 -0.194
N 2.928 -0.441 -0.306
C -0.290 0.968 0.787
O 1.084 1.137 0.956
H -2.761 0.011 0.380
H -2.356 0.274 -1.317
H -2.257 -1.354 -0.640
H 0.295 -1.814 -0.984
H 3.518 -0.251 0.490
H -0.874 1.457 1.550
H 1.279 1.747 0.236
```

- highest occupied orbital energy (eV) = -7.64
- charge = 0

11.
C5H7NO in the gas phase. Source: the Open Molecules 2025 dataset; level of theory: the ωB97M-V functional and the def2-TZVPD basis.

```
14
Properties=species:S:1:pos:R:3
C -1.925 0.084 0.064
C -0.449 -0.162 0.009
N 0.189 -1.143 0.889
C 0.675 0.226 0.918
C 1.625 0.516 -0.244
C 0.537 -0.100 -1.152
O 0.518 -0.502 -2.283
H -2.169 1.106 -0.245
H -2.280 -0.062 1.088
H -2.460 -0.611 -0.588
H 0.796 -1.783 0.376
H 0.623 0.754 1.864
H 2.630 0.085 -0.233
H 1.690 1.591 -0.461
```

- highest occupied orbital energy (eV) = -9.49
- charge = 0

12.
C5H7NO in the gas phase. Source: the Open Molecules 2025 dataset; level of theory: the ωB97M-V functional and the def2-TZVPD basis.

```
14
Properties=species:S:1:pos:R:3
C -0.849 -1.346 1.270
C 1.362 0.240 0.360
C 2.011 1.237 -0.306
O 1.283 1.846 -1.335
C 0.098 1.219 -1.347
C 0.143 0.278 -0.362
N -1.004 -0.637 -0.048
H 0.015 -0.875 1.753
H -0.621 -2.396 1.087
H -1.776 -1.255 1.839
H 2.998 1.675 -0.212
H -0.624 1.557 -2.079
H -1.101 -1.324 -0.797
H -1.869 -0.096 -0.054
```

- highest occupied orbital energy (eV) = -7.26
- charge = 0

13.
2 unconnected molecules or ions with the total composition C5H7NO. Source: the Open Molecules 2025 dataset; level of theory: the ωB97M-V functional and the def2-TZVPD basis.

```
14
Properties=species:S:1:pos:R:3
O -0.947 3.156 -0.241
C -1.795 2.408 -0.109
C -0.903 -0.932 -0.734
C 0.568 -0.967 -0.727
C 1.173 0.209 0.026
C 0.278 -0.236 1.203
N -0.222 -1.434 0.460
H -1.448 0.011 -0.702
H -1.412 -1.725 -1.276
H 1.126 -1.664 -1.347
H 1.022 1.208 -0.397
H 2.236 0.072 0.238
H -0.516 0.451 1.521
H 0.840 -0.556 2.084
```

- highest occupied orbital energy (eV) = -9.14
- charge = 0

14.
C5H7NO in the gas phase. Source: the Open Molecules 2025 dataset; level of theory: the ωB97M-V functional and the def2-TZVPD basis.

```
14
Properties=species:S:1:pos:R:3
C -0.463 -1.463 -0.715
C -0.529 -0.239 -0.196
C -1.610 0.754 -0.529
C 0.520 0.194 0.775
N 1.746 0.875 0.187
C 1.885 -0.342 0.783
O 2.687 -1.176 1.094
H 0.330 -2.152 -0.439
H -1.197 -1.817 -1.433
H -2.314 0.335 -1.254
H -1.182 1.671 -0.955
H -2.175 1.044 0.367
H 0.160 0.599 1.724
H 2.143 1.718 0.591
```

- highest occupied orbital energy (eV) = -9.68
- charge = 0

15.
A molecular structure, C5H7NO. Source: the Open Molecules 2025 dataset; level of theory: the ωB97M-V functional and the def2-TZVPD basis.

```
14
Properties=species:S:1:pos:R:3
C 0.277 1.776 -0.398
N -0.142 0.415 -0.100
C -1.347 -0.221 -0.445
C -1.399 -1.573 0.041
C -0.065 -1.738 0.568
C 0.613 -0.537 0.525
O 1.839 -0.154 0.947
H 1.137 1.789 -1.080
H 0.549 2.309 0.521
H -0.560 2.296 -0.873
H -2.183 0.400 -0.764
H -1.319 -1.177 -1.274
H 0.335 -2.666 0.973
H 2.266 -0.920 1.359
```

- highest occupied orbital energy (eV) = -8.14
- charge = 0

16.
3 unconnected molecules or ions with the total composition C5H7NO. Source: the Open Molecules 2025 dataset; level of theory: the ωB97M-V functional and the def2-TZVPD basis.

```
14
Properties=species:S:1:pos:R:3
C -1.855 0.289 -0.078
C -0.369 0.110 -0.052
C 0.590 0.901 0.605
C 1.808 0.232 0.479
N 1.711 -0.946 -0.178
C 0.287 -1.257 0.000
O -0.194 -2.336 0.158
H -2.128 1.347 -0.103
H -2.288 -0.161 0.823
H -2.298 -0.212 -0.942
H 0.274 0.049 -1.441
H 0.444 1.899 1.000
H 2.788 0.636 0.717
H 1.152 -0.421 -1.425
```

- highest occupied orbital energy (eV) = -9.90
- charge = 0

17.
2 unconnected molecules or ions with the total composition C5H7NO. Source: the Open Molecules 2025 dataset; level of theory: the ωB97M-V functional and the def2-TZVPD basis.

```
14
Properties=species:S:1:pos:R:3
C 0.892 -2.361 -0.552
C 0.671 -1.126 -0.100
C -0.477 -0.209 -0.385
C -1.660 -0.723 -0.270
H -0.046 -2.657 -1.223
H 1.760 -2.997 -0.280
H 1.444 -0.546 0.459
H -0.274 0.820 -0.650
H -2.429 0.071 -0.380
H -1.918 -1.815 -0.037
N -0.020 2.554 1.219
C 0.961 3.118 0.836
O 1.960 3.644 0.520
H -0.863 2.227 0.843
```

- highest occupied orbital energy (eV) = -9.49
- charge = 0

18.
C5H7NO in the gas phase. Source: the Open Molecules 2025 dataset; level of theory: the ωB97M-V functional and the def2-TZVPD basis.

```
14
Properties=species:S:1:pos:R:3
H 3.590 -0.264 0.459
N 2.872 -0.830 0.011
C 1.717 -0.320 0.091
C 0.483 -0.921 -0.449
C -0.549 -0.127 -0.161
C -2.019 -0.185 -0.425
C -0.027 1.062 0.586
O 1.381 0.871 0.693
H 0.520 -1.866 -0.974
H -2.568 0.236 0.427
H -2.279 0.429 -1.296
H -2.375 -1.202 -0.593
H -0.487 1.124 1.582
H -0.258 1.993 0.048
```

- highest occupied orbital energy (eV) = -9.26
- charge = 0

19.
C5H7NO in the gas phase. Source: the Open Molecules 2025 dataset; level of theory: the ωB97M-V functional and the def2-TZVPD basis.

```
14
Properties=species:S:1:pos:R:3
C -1.463 -0.140 0.439
C -0.404 0.565 -0.674
C 0.733 1.314 -0.047
C 1.548 0.383 0.466
N 1.121 -0.891 0.102
C 0.095 -0.825 -0.854
O -0.361 -1.738 -1.510
H -2.455 -0.017 0.018
H -1.313 0.361 1.389
H -1.396 -1.228 0.651
H -0.944 1.076 -1.476
H 0.893 2.388 -0.025
H 2.420 0.501 1.096
H 1.527 -1.749 0.426
```

- highest occupied orbital energy (eV) = -8.53
- charge = 0

20.
C5H7NO in the gas phase. Source: the Open Molecules 2025 dataset; level of theory: the ωB97M-V functional and the def2-TZVPD basis.

```
14
Properties=species:S:1:pos:R:3
C 0.155 -1.174 1.523
C 0.037 -0.619 0.146
C -1.143 -0.327 -0.398
N -1.072 0.801 -1.253
C 0.247 1.255 -1.301
O 0.616 2.270 -1.848
C 1.069 0.265 -0.490
H 1.044 -1.760 1.761
H -0.749 -1.725 1.787
H 0.167 -0.284 2.170
H -2.099 -0.799 -0.195
H -1.712 1.549 -1.016
H 1.659 0.809 0.246
H 1.782 -0.263 -1.129
```

- highest occupied orbital energy (eV) = -8.55
- charge = 0

In kcal per mole, the energy above the lowest of the compared OMol25 structures with the same formula, charge and spin values for the records above are, in order, 148.4 136.8 131.0 139.1 76.8 54.6 93.9 108.2 39.7 65.5 47.1 100.7 61.8 49.2 82.5 88.5 55.6 15.7 30.0 15.1.